## one
112
Properties=species:S:1:pos:R:3 method="wB97M-V/def2-TZVPD" s_squared=6.04 spin_multiplicity=5 homo_lumo_gap_ev="6.7116 / 4.1147" total_charge=+3 homo_energy_ev="-14.49 / -14.50"
Ru 1.091 1.090 1.153
S 3.565 0.965 0.541
C 3.503 2.629 0.235
C 4.553 3.359 -0.339
C 4.334 4.702 -0.613
C 3.104 5.253 -0.304
C 2.111 4.455 0.293
N 2.303 3.183 0.562
H 5.495 2.876 -0.558
H 5.111 5.305 -1.063
H 2.895 6.294 -0.509
H 1.150 4.880 0.562
C 5.185 -6.280 -1.300
C 4.255 -5.120 -1.098
C 4.100 -4.153 -2.087
C 3.224 -3.092 -1.915
C 2.485 -3.015 -0.740
C 2.622 -3.965 0.270
C 3.512 -5.003 0.083
S 1.350 -1.691 -0.671
O 1.473 -1.051 0.752
C -0.245 -2.482 -0.667
C -0.668 -3.185 0.484
C -1.914 -3.733 0.497
C -2.793 -3.578 -0.605
C -4.102 -4.117 -0.576
C -4.959 -3.911 -1.615
C -4.550 -3.156 -2.739
C -3.292 -2.632 -2.803
C -2.374 -2.837 -1.738
C -1.060 -2.283 -1.757
C -0.621 -1.405 -2.889
C -0.277 -1.950 -4.158
C -0.394 -3.338 -4.434
C -0.052 -3.827 -5.660
C 0.429 -2.961 -6.670
C 0.572 -1.627 -6.426
C 0.227 -1.087 -5.164
C 0.408 0.293 -4.885
C 0.085 0.812 -3.669
C -0.463 -0.053 -2.696
S -0.807 0.546 -1.074
O 0.352 1.570 -0.769
C -2.310 1.431 -1.224
C -3.267 1.158 -0.253
C -4.488 1.818 -0.303
C -4.761 2.738 -1.310
C -6.082 3.446 -1.375
C -3.780 2.989 -2.280
C -2.560 2.347 -2.250
H 6.015 -6.015 -1.953
H 4.650 -7.110 -1.767
H 5.586 -6.639 -0.354
H 4.679 -4.225 -2.999
H 3.111 -2.340 -2.688
H 2.051 -3.895 1.186
H 3.633 -5.747 0.861
H -0.013 -3.277 1.339
H -2.252 -4.293 1.360
H -4.410 -4.697 0.285
H -5.957 -4.326 -1.585
H -5.240 -3.001 -3.557
H -2.984 -2.067 -3.673
H -0.762 -4.006 -3.666
H -0.154 -4.883 -5.868
H 0.689 -3.365 -7.639
H 0.950 -0.964 -7.194
H 0.822 0.931 -5.655
H 0.260 1.855 -3.443
H -3.067 0.428 0.523
H -5.240 1.606 0.445
H -6.711 3.203 -0.522
H -6.618 3.166 -2.284
H -5.940 4.527 -1.405
H -3.990 3.695 -3.075
H -1.826 2.541 -3.019
S -3.166 6.662 2.291
C -3.902 7.219 0.862
C -3.665 6.391 -0.195
C -2.869 5.279 0.170
C -2.519 5.286 1.495
C -1.709 4.296 2.206
C -0.989 3.338 1.466
N -0.223 2.425 2.042
C -0.106 2.399 3.398
C -0.789 3.290 4.215
C -0.629 3.166 5.644
C 0.154 2.204 6.176
C 0.869 1.276 5.334
C 1.675 0.228 5.808
C 2.318 -0.639 4.937
C 2.158 -0.399 3.563
N 1.404 0.589 3.095
C 0.743 1.409 3.959
C 3.149 -1.757 5.380
C 3.659 -2.776 4.616
C 4.416 -3.704 5.369
C 4.463 -3.371 6.689
S 3.599 -1.946 7.025
C -1.598 4.248 3.586
H -4.470 8.136 0.871
H -4.045 6.574 -1.190
H -2.593 4.495 -0.522
H -1.041 3.304 0.387
H -1.157 3.860 6.284
H 0.257 2.112 7.250
H 1.777 0.094 6.879
H 2.653 -1.007 2.820
H 3.498 -2.872 3.550
H 4.900 -4.577 4.958
H 4.969 -3.893 7.486
H -2.145 4.955 4.199

## two
112
Properties=species:S:1:pos:R:3 method="wB97M-V/def2-TZVPD" s_squared=6.04 spin_multiplicity=5 homo_lumo_gap_ev="5.9191 / 3.8570" total_charge=+3 homo_energy_ev="-14.29 / -14.30"
Ru -0.533 -0.062 0.858
S 1.094 -1.001 2.279
C -0.051 -2.324 2.452
C 0.002 -3.363 3.365
C -1.035 -4.287 3.339
C -2.073 -4.133 2.429
C -2.051 -3.057 1.558
N -1.046 -2.180 1.567
H 0.814 -3.437 4.075
H -1.038 -5.116 4.033
H -2.892 -4.835 2.393
H -2.840 -2.889 0.837
C -3.870 4.773 -1.600
C -2.601 4.076 -1.225
C -2.149 4.099 0.093
C -1.000 3.423 0.470
C -0.296 2.714 -0.502
C -0.707 2.698 -1.835
C -1.853 3.384 -2.183
S 1.025 1.688 0.065
O 1.366 2.036 1.460
C 2.316 1.894 -1.131
C 2.373 3.102 -1.877
C 3.336 3.251 -2.829
C 4.254 2.212 -3.111
C 5.232 2.358 -4.123
C 6.121 1.353 -4.373
C 6.077 0.157 -3.626
C 5.156 -0.006 -2.630
C 4.216 1.019 -2.348
C 3.248 0.887 -1.312
C 3.385 -0.245 -0.360
C 4.463 -0.160 0.604
C 5.298 0.967 0.697
C 6.331 0.998 1.608
C 6.590 -0.091 2.458
C 5.786 -1.195 2.403
C 4.699 -1.244 1.490
C 3.828 -2.336 1.473
C 2.719 -2.346 0.636
C 2.543 -1.318 -0.333
S 1.040 -1.302 -1.277
O -1.849 -0.387 -2.204
C 0.857 -2.949 -1.907
C 0.285 -3.982 -1.170
C 0.182 -5.242 -1.728
C 0.640 -5.496 -3.025
C 0.525 -6.868 -3.612
C 1.191 -4.444 -3.750
C 1.303 -3.177 -3.205
H -3.813 5.834 -1.356
H -4.712 4.363 -1.037
H -4.088 4.673 -2.661
H -2.701 4.667 0.833
H -0.636 3.454 1.488
H -0.141 2.162 -2.588
H -2.187 3.375 -3.212
H 1.671 3.896 -1.681
H 3.406 4.173 -3.390
H 5.266 3.278 -4.690
H 6.868 1.470 -5.146
H 6.785 -0.631 -3.843
H 5.140 -0.922 -2.056
H 5.132 1.819 0.055
H 6.959 1.876 1.671
H 7.418 -0.044 3.151
H 5.959 -2.042 3.054
H 4.008 -3.171 2.137
H 2.067 -3.208 0.608
H -0.075 -3.806 -0.165
H -0.254 -6.048 -1.154
H 0.849 -7.625 -2.898
H 1.123 -6.967 -4.515
H -0.513 -7.085 -3.871
H 1.547 -4.621 -4.756
H 1.744 -2.373 -3.778
S 0.098 1.064 6.509
C -0.184 1.341 8.171
C -1.489 1.645 8.428
C -2.284 1.651 7.258
C -1.564 1.347 6.128
C -2.065 1.249 4.762
C -1.237 0.739 3.740
N -1.629 0.607 2.480
C -2.900 0.983 2.142
C -3.793 1.511 3.085
C -5.105 1.888 2.651
C -5.481 1.722 1.361
C -4.579 1.178 0.392
C -4.916 0.993 -0.965
C -4.012 0.508 -1.880
C -2.723 0.135 -1.363
N -2.366 0.296 -0.092
C -3.297 0.818 0.787
C -4.328 0.430 -3.304
C -3.682 -0.210 -4.336
C -4.320 -0.013 -5.582
C -5.433 0.772 -5.486
S -5.721 1.277 -3.886
C -3.345 1.641 4.405
H 0.633 1.274 8.870
H -1.869 1.858 9.414
H -3.341 1.863 7.267
H -0.218 0.455 3.962
H -5.794 2.296 3.378
H -6.475 2.000 1.040
H -5.913 1.265 -1.286
H -1.008 -0.572 -1.756
H -2.801 -0.815 -4.223
H -3.973 -0.442 -6.508
H -6.105 1.074 -6.272
H -4.015 2.057 5.145

We find one to be the most stable, with the next structure 20.9 kJ/mol higher.

## one
8
Properties=species:S:1:pos:R:3 method="wB97M-V/def2-TZVPD" homo_lumo_gap_ev=10.2347 homo_energy_ev=-10.96
C -0.160 -0.396 -1.549
N 0.628 -0.358 -0.605
C 0.407 -0.291 0.779
O 0.749 -1.130 1.632
C -0.086 1.006 1.382
N -0.493 1.761 2.168
H -1.227 -0.337 -1.210
H 0.182 -0.255 -2.596

## two
8
Properties=species:S:1:pos:R:3 method="wB97M-V/def2-TZVPD" homo_lumo_gap_ev=10.5985 homo_energy_ev=-11.34
C -3.364 0.304 -0.102
C 0.748 0.665 0.279
C -2.595 -0.876 -0.271
N -3.838 1.347 -0.017
N 1.265 0.456 -0.780
O -3.185 -1.944 -0.208
H -1.417 -0.790 -0.461
H 1.692 0.584 -1.635

## three
8
Properties=species:S:1:pos:R:3 method="wB97M-V/def2-TZVPD" homo_lumo_gap_ev=12.0294 homo_energy_ev=-12.07
N -1.647 1.616 -0.704
C -0.524 1.183 -0.427
C 0.372 0.183 0.174
O 0.082 -0.173 1.470
C 0.636 -0.954 -0.857
N 0.405 -1.651 -1.803
H 1.342 0.720 0.568
H -0.666 -0.925 1.579

We find one to be the most stable, with the next structure 82.2 kJ/mol higher.

## one
19
Properties=species:S:1:pos:R:3 method="wB97M-V/def2-TZVPD" homo_lumo_gap_ev=7.9664 total_charge=+1 homo_energy_ev=-12.75
C 0.262 2.715 -0.475
C 0.238 1.714 0.658
C -0.848 1.094 1.093
O -0.831 0.025 1.987
H 1.120 2.552 -1.122
H -0.663 2.727 -1.048
H 0.381 3.706 -0.031
H 1.207 1.370 1.013
H -1.821 1.364 0.695
H -1.754 -0.215 2.132
C 0.409 -1.154 -1.356
C 0.240 -2.982 0.188
N 0.112 -1.740 -0.052
H 1.265 -0.491 -1.264
H -0.452 -0.599 -1.718
H 0.667 -1.959 -2.041
H 0.500 -3.653 -0.621
H 0.111 -3.336 1.201
H -0.141 -1.138 0.763

## two
19
Properties=species:S:1:pos:R:3 method="wB97M-V/def2-TZVPD" homo_lumo_gap_ev=11.1192 total_charge=+1 homo_energy_ev=-14.73
C -2.251 1.292 -0.115
C -1.551 0.273 -0.638
C -0.208 -1.851 0.009
C 2.187 0.389 0.304
C -0.401 -0.299 0.202
N 1.065 0.486 -0.630
O -0.298 0.082 1.472
H -3.241 1.598 -0.694
H -2.079 1.652 0.800
H -1.493 -0.113 -1.629
H 0.866 -2.125 0.155
H -0.823 -2.216 0.772
H -0.483 -2.106 -1.039
H 1.881 0.252 1.332
H 2.737 -0.563 0.174
H 2.928 1.278 0.183
H 0.828 1.349 -0.893
H 1.153 -0.212 -1.411
H -0.817 0.835 1.647

We find one to be the most stable, with the next structure 81.8 kJ/mol higher.

## one
19
Properties=species:S:1:pos:R:3 method="wB97M-V/def2-TZVPD" homo_lumo_gap_ev="9.1471 / 8.6714" total_charge=+1 homo_energy_ev="-15.34 / -14.36"
C -0.376 -2.526 -0.022
C 1.633 0.241 -1.350
C 0.816 0.643 1.087
C -2.431 0.700 0.328
C 0.404 0.390 -0.366
N -0.582 -0.587 -0.477
O -1.882 -0.487 -0.113
H -1.387 -2.935 0.161
H 0.432 -2.839 -0.643
H 2.063 1.269 -1.601
H 2.399 -0.300 -0.952
H 1.384 -0.235 -2.242
H 1.268 -0.245 1.488
H 0.049 0.904 1.743
H 1.412 1.569 1.127
H -3.545 0.441 0.546
H -2.448 1.553 -0.431
H -2.035 1.258 1.234
H -0.132 1.323 -0.466

## two
19
Properties=species:S:1:pos:R:3 method="wB97M-V/def2-TZVPD" homo_lumo_gap_ev=8.9310 total_charge=+1 homo_energy_ev=-14.19
C 1.317 -1.164 0.714
C 0.757 -0.298 -0.438
C 0.579 1.125 -0.013
C 1.418 2.119 -0.318
C -1.736 0.792 0.581
N -0.684 1.525 0.534
H 1.914 -0.579 1.415
H 1.996 -1.903 0.288
H 0.582 -1.735 1.283
H -0.139 -0.798 -0.804
H 1.540 -0.227 -1.187
H 2.098 1.968 -1.144
H 1.360 3.106 0.120
H -2.615 1.121 1.110
H -1.648 -0.243 0.281
H -0.882 2.521 0.633
H -0.814 -3.580 -1.270
H -2.185 -3.202 -0.763
O -1.301 -2.838 -0.896

We find two to be the most stable, with the next structure 633.7 kJ/mol higher.